Density functional theory data (the ωB97M-V functional and the def2-TZVPD basis) for a single C9H13BrO molecule.

```
24
C9H13BrO, DFT the ωB97M-V functional and the def2-TZVPD basis
C -0.79994 0.72383 -1.60364
C -1.62743 -0.34714 -1.08977
C 0.47387 1.03556 -1.31084
C -1.27408 -1.61602 -0.74095
C 1.38842 0.34363 -0.38483
C 0.78377 0.34067 1.02248
C -2.18911 -2.38879 0.20197
C 2.75582 1.02651 -0.39590
C -0.04191 1.57888 2.86034
O 0.37960 1.40764 1.63770
Br 1.48255 -1.08412 2.10200
H -1.19208 1.27368 -2.39686
H -2.64567 -0.08704 -0.81592
H 0.81665 1.96019 -1.61017
H 1.52190 -0.68981 -0.74298
H -2.83159 -3.05634 -0.32758
H -2.85278 -1.70003 0.79333
H -1.64743 -3.03639 0.88291
H 3.36122 0.78574 0.40027
H 2.58626 2.12165 -0.42773
H 3.21010 0.85948 -1.28864
H -0.37766 2.51787 3.09679
H 0.47098 0.95562 3.68267
H -0.40969 -2.16504 -0.97219
```

For the relative energy (zero: lowest compared OMol25 entry of this formula, charge and spin), the calculation gives 288.5 kJ/mol. The HOMO-LUMO gap is 7.41 eV. The calculation puts the largest force on an atom at 4.1 eV Å⁻¹. Its charge is 0.

Density functional theory data (the ωB97M-V functional and the def2-TZVPD basis) for a molecular structure, C9H13Cl2I2NOPRh.

```
30
C9H13Cl2I2NOPRh, DFT the ωB97M-V functional and the def2-TZVPD basis
I -0.18026 -2.75316 0.01063
I -0.18026 2.70814 0.04973
Rh -0.02426 -0.02166 0.02493
P 0.12374 -0.01976 -2.35347
C -1.49306 -0.03676 -3.20207
C 1.01144 1.40814 -3.05917
H 1.96484 -1.55426 -2.49407
H 1.24704 -1.24526 -4.10907
H 0.44304 -2.34896 -2.94517
C 1.03284 -1.43746 -3.05267
H 1.95384 1.52514 -2.51797
H 1.20664 1.22564 -4.12107
H -1.36376 -0.03796 -4.28887
H -2.06356 0.84754 -2.90457
H 0.42094 2.31674 -2.93297
H -2.04346 -0.93226 -2.89977
C -1.87346 -0.02326 0.08493
O -3.02736 -0.02356 0.12213
Cl 2.38424 -0.00876 -0.05227
Cl 2.03134 1.87234 4.94003
C 0.89574 0.82404 4.11033
C 0.02204 0.01844 4.83753
C -0.87306 -0.80716 4.16293
C -0.88256 -0.81466 2.76623
N -0.02356 -0.02026 2.05373
C 0.85834 0.78934 2.71323
H 0.03594 0.03134 5.92003
H -1.55656 -1.43786 4.71673
H -1.58546 -1.46076 2.26283
H 1.53854 1.41684 2.15733
```

For the relative energy (zero: lowest compared OMol25 entry of this formula, charge and spin), the calculation gives 0.0 kJ/mol. The HOMO-LUMO gap (spin up / spin down) is 7.93 / 4.64 eV. Its spin multiplicity is 5. The calculation puts the largest force on an atom at 5.7 eV Å⁻¹. Its charge is +2.

Density functional theory data (the ωB97M-V functional and the def2-TZVPD basis) for a molecular structure, C9H13Cl2OPdS5.

```
31
C9H13Cl2OPdS5, DFT the ωB97M-V functional and the def2-TZVPD basis
Pd -0.66786 -0.50661 -1.46427
Cl 0.44485 2.09296 -1.03296
C -1.14857 1.36667 -1.12909
Cl 0.12804 -0.41468 -3.79859
H -1.70348 1.76090 -1.97598
H -1.67343 1.47474 -0.18320
C -1.56144 -0.98375 2.76647
C -2.89070 -0.50661 2.17749
C -2.82812 -1.03424 0.75757
O -1.40513 -1.05024 0.42667
C -0.60402 -0.77274 1.61352
H -1.61347 -2.04148 3.02903
H -1.26047 -0.42387 3.64886
H -2.93954 0.58424 2.18110
H -3.75756 -0.88737 2.71206
H -3.34332 -0.41481 0.02592
H -3.18540 -2.06079 0.67805
H -0.24447 0.25733 1.55770
H 0.24340 -1.45421 1.59867
C 1.90213 -3.99533 -5.16423
S 3.47315 -3.33935 -4.58209
C 3.22309 -2.63981 -3.03200
C 2.09684 -2.26019 -2.32362
S 0.50098 -2.34753 -2.86393
S 2.38757 -1.48054 -0.76845
C 4.11975 -1.49346 -0.81639
S 5.09227 -0.87136 0.30787
S 4.73367 -2.30847 -2.24912
H 2.19178 -4.61534 -6.01154
H 1.23152 -3.21357 -5.50454
H 1.43279 -4.61870 -4.40716
```

For the relative energy (zero: lowest compared OMol25 entry of this formula, charge and spin), the calculation gives 0.0 kJ/mol. The HOMO-LUMO gap is 6.43 eV. The calculation puts the largest force on an atom at 0.2 eV Å⁻¹. Its charge is +1.

Density functional theory data (the ωB97M-V functional and the def2-TZVPD basis) for 2 unconnected molecules or ions with the total composition C9H13ClO3S.

```
27
C9H13ClO3S, DFT the ωB97M-V functional and the def2-TZVPD basis
C 2.03066 -1.97129 -0.07237
C 2.60346 -0.82247 0.28192
C -4.10374 0.02931 0.06985
C 0.45243 0.01513 1.29036
C 1.80341 0.35239 0.51709
C -0.23354 -1.18469 0.88333
C 4.10918 -0.68274 0.23934
C 1.45369 1.01954 -0.81388
C -4.93758 2.04932 -0.83767
O -4.98377 -0.79101 0.13518
O -0.12183 -3.55043 -0.06005
O -3.89055 1.26260 -0.21198
S 0.29321 -2.22765 -0.42285
Cl -1.97006 -1.10939 1.01278
H 2.57770 -2.83062 -0.35887
H 0.70592 -0.09191 2.40798
H -0.11812 0.89080 0.99519
H 2.31488 1.14625 1.19519
H 4.50377 0.39710 0.29824
H 4.52023 -1.10475 -0.71252
H 4.69162 -1.18240 1.05875
H 2.25214 1.48923 -1.31540
H 0.60380 1.74667 -0.70814
H 1.03340 0.37749 -1.65293
H -5.67825 1.45711 -1.55096
H -4.47378 2.79284 -1.52813
H -5.43827 2.52356 -0.13945
```

For the relative energy (zero: lowest compared OMol25 entry of this formula, charge and spin), the calculation gives 66.5 kJ/mol. The HOMO-LUMO gap (spin up / spin down) is 7.26 / 8.25 eV. The calculation puts the largest force on an atom at 6.2 eV Å⁻¹. Its charge is 0.

Density functional theory data (the ωB97M-V functional and the def2-TZVPD basis) for 2 unconnected molecules or ions with the total composition C9H13FN2O8S.

```
34
C9H13FN2O8S, DFT the ωB97M-V functional and the def2-TZVPD basis
C 1.09820 -3.00152 2.77049
C 1.06999 -2.74335 1.13055
O -0.00851 -3.12478 0.40792
O 2.17789 -2.07384 0.38024
C 1.74946 -0.65283 0.25899
O 1.08254 -0.16586 -0.80780
C 2.09535 0.46610 1.45292
N 1.09103 0.46548 2.58310
C -0.14660 1.31017 2.24631
O -0.01730 2.49169 1.58014
O -1.43341 0.79174 2.73620
C -2.41044 0.59438 1.65629
O -2.21593 0.79236 0.35072
N -3.79290 0.04662 2.06776
C -3.61470 -1.48495 2.06324
O -3.76050 -2.19262 0.91393
F -3.22362 -2.23881 3.31287
H 0.36365 -2.23986 3.31538
H 2.18827 -2.73430 3.14614
H 0.78139 -4.10579 3.01338
H 2.34248 1.53264 1.01341
H 3.12156 0.07886 1.92508
H 1.57478 0.86035 3.44527
H -4.46479 0.27013 1.27358
C -0.53018 2.66336 -4.22527
S 0.91954 2.03071 -3.34698
O 2.08463 2.90047 -3.71487
C 1.06001 0.50074 -4.30195
H -0.78256 3.64494 -3.81731
H -0.30870 2.76011 -5.29067
H -1.37225 1.98328 -4.07702
H 1.18244 0.73220 -5.36260
H 0.16474 -0.10717 -4.15119
H 1.93444 -0.05064 -3.94827
```

For the relative energy (zero: lowest compared OMol25 entry of this formula, charge and spin), the calculation gives 902.3 kJ/mol. The HOMO-LUMO gap is 7.43 eV. The calculation puts the largest force on an atom at 10.3 eV Å⁻¹. Its charge is 0.

Density functional theory data (the ωB97M-V functional and the def2-TZVPD basis) for 2 unconnected molecules or ions with the total composition C9H13N2.

```
24
C9H13N2, DFT the ωB97M-V functional and the def2-TZVPD basis
C -2.43551 -0.31929 -1.76276
C -3.01329 0.73206 -1.04918
C -1.51701 -1.02957 -1.21405
C -2.45150 1.21039 0.08388
C -0.98698 -0.81858 0.17324
C -1.29434 0.57853 0.64133
C 2.47951 -0.72402 -0.74277
C 2.79216 -0.88003 -2.09993
C -0.63542 1.09179 1.63104
N 2.28412 -0.60246 0.38368
N 0.62183 0.46864 2.20753
H -2.70712 -0.48232 -2.76870
H -3.89279 1.27706 -1.41367
H -0.95080 -1.81806 -1.72257
H -2.74590 2.17243 0.44484
H 0.01281 -1.10971 0.16614
H 2.91914 0.07726 -2.58232
H 3.75191 -1.49353 -2.12302
H 1.90471 -1.45970 -2.62646
H -0.86473 2.04890 1.96454
H -1.62536 -1.45503 0.76582
H 1.06100 1.28052 2.61742
H 1.30396 0.15808 1.30388
H 0.44133 -0.33246 2.88267
```

For the relative energy (zero: lowest compared OMol25 entry of this formula, charge and spin), the calculation gives 222.5 kJ/mol. The HOMO-LUMO gap is 8.62 eV. The calculation puts the largest force on an atom at 4.2 eV Å⁻¹. Its charge is +1.

Density functional theory data (the ωB97M-V functional and the def2-TZVPD basis) for a gas-phase ion, C9H13N2 (charge +1).

```
24
C9H13N2, DFT the ωB97M-V functional and the def2-TZVPD basis
C -1.84415 0.84220 -0.10536
C -2.10842 -0.51099 0.46106
C -0.69132 1.46440 0.07253
C 0.94042 -1.64289 -0.75852
C -1.35955 -1.46748 0.01183
C 0.41994 0.98885 1.00170
C 1.66315 0.49933 0.34478
C 0.74760 2.14251 1.96012
C -0.88187 -2.53736 -1.99004
N -0.41682 -1.79354 -0.81666
N 1.75282 -0.64692 -0.30264
H -2.64701 1.27470 -0.68219
H -2.88026 -0.63324 1.20123
H -0.52728 2.44594 -0.34229
H 1.47236 -2.38527 -1.32887
H 0.00558 0.14442 1.57110
H 2.57427 1.06499 0.44019
H 1.41339 2.86212 1.49363
H 1.22927 1.76578 2.85804
H -0.16071 2.65928 2.25609
H -0.30557 -3.44796 -2.13746
H -1.92673 -2.80556 -1.85655
H -0.78654 -1.90169 -2.87101
H 2.70442 -0.84930 -0.60512
```

For the relative energy (zero: lowest compared OMol25 entry of this formula, charge and spin), the calculation gives 430.2 kJ/mol. The HOMO-LUMO gap (spin up / spin down) is 6.96 / 7.20 eV. The calculation puts the largest force on an atom at 1.1 eV Å⁻¹. Its charge is +1.

Density functional theory data (the ωB97M-V functional and the def2-TZVPD basis) for a molecular structure, C9H13N2O6PRhS2.

```
34
C9H13N2O6PRhS2, DFT the ωB97M-V functional and the def2-TZVPD basis
Rh -0.59150 -0.50409 -1.14509
O -0.35900 -6.17999 -1.63229
C 0.87060 -5.73269 -1.67509
O 1.84490 -6.46589 -1.64869
C 1.07940 -4.27539 -1.73489
C 2.32530 -3.68219 -1.68089
N 2.17970 -2.35059 -1.68239
N 0.86450 -1.99649 -1.76909
C 0.13760 -3.18839 -1.79929
C -1.28310 -3.15529 -1.86899
O -1.95120 -4.22539 -1.91379
O -1.85430 -1.97449 -1.87439
H -1.07280 -5.45389 -1.72699
H 3.28770 -4.15289 -1.62409
H 2.90360 -1.64939 -1.73249
C 2.23680 3.38811 2.21951
C 1.63020 2.43841 1.20801
O 0.20590 2.61021 1.23091
P -0.70150 1.54581 0.46621
S -0.41290 -0.28599 1.30241
S -0.28240 1.80531 -1.55329
O -2.15940 2.01071 0.81911
C -2.60740 3.38021 0.74911
C -2.93310 3.86701 2.14741
H 3.31810 3.30321 2.18591
H 1.89030 3.13991 3.21871
H 1.95280 4.41131 1.99111
H 1.85740 1.39701 1.46411
H 1.99240 2.64891 0.19581
H -3.49670 3.37391 0.11451
H -1.83460 3.99621 0.28341
H -3.71770 3.25351 2.58181
H -3.26890 4.89901 2.10501
H -2.05080 3.80421 2.77861
```

For the relative energy (zero: lowest compared OMol25 entry of this formula, charge and spin), the calculation gives 64.8 kJ/mol. The HOMO-LUMO gap (spin up / spin down) is 6.84 / 7.50 eV. Its spin multiplicity is 2. The calculation puts the largest force on an atom at 5.5 eV Å⁻¹. Its charge is 0.

Density functional theory data (the ωB97M-V functional and the def2-TZVPD basis) for 2 unconnected molecules or ions with the total composition C9H13N5.

```
27
C9H13N5, DFT the ωB97M-V functional and the def2-TZVPD basis
C -2.57359 1.77724 0.77841
C -2.43980 0.20344 1.00599
C -2.33480 -0.92425 -0.12569
C -1.31464 -0.72774 -1.27101
C 0.66703 -2.23967 -0.22470
C 2.03912 -0.69100 -0.16233
C 3.07156 0.32250 0.24055
C 1.88147 1.91171 -0.87053
C 0.92254 -0.17065 -0.88156
H -3.38919 2.08872 -0.04130
H -1.69766 1.96100 0.07014
H -2.58058 2.40496 1.49438
H -3.08443 -0.04146 1.72623
H -1.37028 0.00022 1.47196
H -3.48897 -1.17607 -0.38753
H -1.83148 -1.88808 0.41628
H -1.18250 0.37783 -1.57485
H -1.86528 -1.20504 -2.21102
H 0.24439 -3.16152 0.10739
H 4.76173 0.37705 1.66337
H 3.54465 -1.07649 1.88830
H 2.01322 2.89990 -1.52003
N 0.09058 -1.27530 -0.93567
N 1.83825 -2.02263 0.14636
N 4.26292 -0.30104 0.79445
N 3.01231 1.47575 -0.31534
N 0.80341 1.10060 -1.28228
```

For the relative energy (zero: lowest compared OMol25 entry of this formula, charge and spin), the calculation gives 588.3 kJ/mol. The HOMO-LUMO gap is 8.72 eV. The calculation puts the largest force on an atom at 11.6 eV Å⁻¹. Its charge is 0.